Entry 1:
C34H34BrCl54FIN4O7PS | ωB97M-V with the def2-TZVPD basis set

The geometry in XYZ format:
```
138
C34H34BrCl54FIN4O7PS ωB97M-V with the def2-TZVPD basis set
C -1.71 5.26 0.12
Cl -1.63 -3.92 -10.19
O 3.42 2.02 -1.76
Cl 3.44 -2.21 -10.61
Cl -0.98 -5.82 -0.58
C -6.32 -7.90 -6.50
H 1.63 -0.49 1.77
Cl -2.02 -1.06 -10.30
Cl 10.35 0.17 -1.25
C -0.97 -6.97 -1.91
Cl 5.86 -1.92 -12.16
H -4.30 -2.58 0.55
Cl 0.64 5.64 7.29
Cl -7.51 -7.43 -5.27
C -3.35 0.38 -0.59
C -0.53 -6.65 -7.45
Cl 2.43 -0.45 12.66
F -6.44 -2.60 -0.77
C -5.87 -10.24 -0.62
H -2.59 7.72 0.92
Cl 0.60 6.26 10.10
H 0.77 -1.87 2.41
Cl 0.07 -2.18 -8.66
C -0.60 2.08 -1.10
C 3.12 -0.06 14.24
C 10.94 1.43 -2.33
Cl 1.62 -0.39 9.47
H -2.08 -0.59 -2.52
Cl 6.61 0.37 0.31
C 2.89 5.65 3.05
N -0.80 2.91 0.05
Cl 1.21 2.39 8.86
H 0.42 1.52 6.26
Cl 4.44 -1.18 14.60
Cl 10.17 1.27 -3.91
Br -0.67 -2.96 -3.18
Cl -2.28 -8.14 -1.69
C -3.96 -1.04 -0.71
C -1.14 1.96 4.78
S -2.14 7.98 -0.32
C -0.39 5.81 8.71
Cl -4.79 -7.07 -6.20
C -4.32 1.25 0.18
H -0.60 2.98 6.58
Cl 0.16 -6.30 -9.04
Cl 1.65 -2.86 -5.55
Cl 3.58 -1.18 -6.88
C -0.80 -2.26 0.43
C 0.78 2.19 -1.81
H -1.06 6.37 -1.66
H 3.47 4.06 -0.28
Cl 10.57 3.02 -1.66
H 0.26 4.65 0.56
H 2.41 2.11 1.28
C -0.07 -1.11 -2.75
H 0.53 1.65 3.44
H -1.63 -2.17 -0.26
N -4.68 -1.65 0.41
C 2.43 1.15 9.17
H -0.09 4.60 -1.11
Cl -0.88 -5.12 -6.64
C -1.13 -0.09 -2.36
C -1.93 6.29 -1.02
Cl -5.25 2.37 -0.78
H -1.12 -2.64 1.39
C -0.88 3.01 2.45
Cl 1.88 -0.20 15.49
Cl 3.48 0.99 7.75
Cl 3.19 3.92 2.79
Cl 12.69 1.26 -2.51
Cl 5.86 -3.53 -9.76
Cl 1.47 6.14 2.13
Cl -1.60 7.06 8.42
H -1.39 0.92 4.55
Cl -5.87 -9.00 0.64
Cl 3.33 -1.08 -4.01
H -1.54 5.82 1.03
Cl 0.63 -7.57 -6.49
Cl 4.30 6.56 2.51
O 2.54 3.98 -0.54
Cl -6.55 -9.57 -2.10
Cl -6.06 -9.65 -6.41
H -0.13 -2.99 0.01
N 0.16 -0.10 -0.28
C -0.50 4.33 -0.14
H -2.83 6.07 -1.57
H -3.45 0.74 -1.61
C -0.56 1.97 6.19
H -4.21 -0.62 2.55
H -2.71 0.28 2.22
H -2.60 4.64 0.21
Cl -4.21 -10.76 -0.92
Cl -6.83 -11.62 -0.09
O 2.48 1.57 0.48
O 1.09 -0.87 -2.93
Cl 5.68 3.06 0.82
Cl -5.68 2.25 2.24
C -3.76 0.36 2.44
Cl -1.24 -6.13 -3.44
H 0.73 3.08 -2.43
C 5.20 -2.08 -10.53
C -0.03 -0.98 0.61
Cl 5.64 -0.66 -9.57
H -0.12 1.51 1.41
Cl 2.61 5.95 4.76
Cl 6.93 2.42 -1.70
N -0.17 2.51 1.27
Cl -1.19 4.27 9.03
Cl -6.92 -7.47 -8.10
Cl 0.30 -2.26 -11.54
C -0.82 -2.35 -10.18
C -0.96 0.56 -0.95
I -2.04 2.97 -2.57
O -2.06 0.40 -0.06
Cl 0.58 -7.81 -1.96
H -0.78 4.09 2.54
C -4.51 1.23 1.49
Cl 3.74 1.59 14.22
H -1.94 2.78 2.42
H 0.12 -0.19 2.58
H -3.85 0.82 3.42
C 0.63 -0.90 1.95
C 2.46 -1.28 -5.52
Cl 8.52 2.50 0.71
C 6.94 2.09 0.03
Cl 3.41 1.62 10.57
C -0.18 2.43 3.70
H -2.08 2.49 4.74
C -6.08 -1.73 0.18
H 0.42 3.24 4.13
H -1.23 1.39 6.82
O -3.88 -1.64 -1.77
H 0.99 1.38 -2.49
H -1.04 0.62 -3.17
Cl 1.24 0.00 -5.67
P 2.33 2.42 -0.87
O -6.90 -1.09 0.80
Cl -2.02 -7.59 -7.62
```

The charge is 0. The total energy is -30622.90965 Ha. As for the LUMO energy: -0.0212 Ha. The HOMO energy is -8.323 eV.

***

Entry 2:
C34H34BrF5Ge2N2NaO6 | ωB97M-V with the def2-TZVPD basis set

The geometry in XYZ format:
```
85
C34H34BrF5Ge2N2NaO6 ωB97M-V with the def2-TZVPD basis set
H 2.65 -2.46 -1.38
O 0.98 -1.08 -0.45
C 1.34 -2.62 -4.47
C -1.52 4.93 5.90
H -1.28 2.40 -0.76
C 3.09 0.67 0.86
H -1.88 4.72 -0.13
H -3.80 -0.86 2.80
C 2.27 -3.42 -1.05
H 1.16 -3.08 4.15
H 0.52 5.33 6.42
C 1.84 -1.69 2.64
H 0.62 -1.41 4.38
H 2.64 2.77 0.94
Na -1.17 -0.67 -1.12
H 0.10 3.22 -0.04
H -2.53 2.58 3.69
C 1.08 -3.43 -0.33
C 2.93 -4.59 -1.32
Br -0.93 -3.56 -3.05
H 0.85 0.83 -2.96
H -1.40 4.40 1.54
F -3.55 2.77 -2.08
H -2.85 0.12 0.68
C -2.71 0.93 -3.33
N 0.17 -1.08 -3.07
C 1.20 -5.82 -0.13
H 3.89 0.69 1.60
N 3.12 -7.00 -1.06
H 2.80 -1.54 3.14
C -0.15 4.72 5.82
F -4.36 4.10 -4.29
H 1.99 -2.43 1.85
O 2.70 -8.03 -0.55
H -3.44 4.32 5.19
C 1.03 -0.13 -3.41
Ge 1.39 0.09 1.81
C -2.37 4.16 5.13
C 0.03 1.98 3.27
C -1.86 3.19 4.29
H 2.79 0.43 -4.50
C 0.54 -4.63 0.12
C -2.99 1.10 -5.78
F -2.81 0.55 -7.00
H -3.30 1.38 1.83
C 0.33 -2.27 -3.59
O 3.28 -1.96 -5.62
H 2.17 1.97 -0.56
H -2.12 -1.34 2.52
C 2.26 -1.64 -4.79
H 1.41 -3.61 -4.89
C -3.35 2.21 -3.29
C 2.10 -0.36 -4.25
H 3.86 -4.61 -1.87
O 4.13 -6.96 -1.74
H 3.87 -1.20 -5.73
H -2.50 -0.09 3.72
H 0.81 -6.76 0.20
F -1.95 -0.77 -4.83
C -3.61 2.34 -5.68
H 3.33 -0.09 0.12
C -1.79 3.94 0.64
H -1.92 5.70 6.55
C -0.49 2.97 4.19
F -4.04 2.99 -6.78
O -2.34 0.32 -2.29
C 0.81 -2.18 3.64
O -0.79 -2.12 0.33
C 2.40 -5.79 -0.84
C -2.77 -0.50 2.74
C -0.89 2.82 0.16
H 1.43 3.61 4.91
C 2.94 2.03 0.20
C 0.37 -2.12 -0.11
C 1.18 1.30 3.41
Ge -0.76 1.32 1.51
H -0.39 -4.60 0.66
C -2.55 0.44 -4.65
H -0.12 -2.40 3.13
C -3.78 2.89 -4.41
C 0.36 3.76 4.98
H 3.87 2.35 -0.26
H 1.82 1.40 4.27
H -2.79 3.57 0.84
C -2.62 0.55 1.66
```

The charge is -1. The total energy is -9266.46294 Ha. As for the LUMO energy: 0.0464 Ha. The HOMO energy is -5.016 eV.